Entry from the OMol25 dataset: a 2-piece molecular cluster, C2H2Br2O overall at a distorted geometry (ωB97M-V/def2-TZVPD).

Element x y z (Å)
O (-1.052, 2.009, 0.430)
C (-1.089, 0.845, 0.195)
C (-1.075, -0.410, -0.024)
Br (-2.779, -1.261, 0.051)
H (-0.220, -0.993, -0.473)
Br (3.984, -1.081, -0.144)
H (4.254, -2.399, -0.840)

Properties
Highest occupied orbital energy, eV: -9.2664
F_max, eV Å⁻¹: 5.02
M, g/mol: 201.8
Energy above the lowest of the compared OMol25 structures with the same formula, charge and spin, kJ/mol: 65.1
LUMO, Eh: -0.009